Density functional theory data (ωB97M-V with the def2-TZVPD basis set) for a structure of composition C39H43AsBaN4O3Si.

For the LUMO energy, the calculation gives 0.180 eV. The HOMO energy comes out at -8.00 eV. The calculation puts the energy relative to the best compared isomer or geometry (same formula, charge and spin) at 9.0 kcal per mole.

Structure (ORCA input):
```
! RIJCOSX wB97M-V def2-TZVPD def2/J DEFGRID3
* xyz 0 1
Ba 0.9463 -0.3882 0.7083
C -1.9965 -2.3430 0.1456
C -1.7539 -3.6669 -0.2009
C -1.3275 -4.5707 0.7635
C -1.1216 -4.1538 2.0722
C -1.3724 -2.8349 2.4243
C -1.8209 -1.9351 1.4640
H -2.3311 -1.6405 -0.6089
H -1.9151 -3.9852 -1.2242
H -1.1505 -5.6055 0.4979
H -0.7715 -4.8583 2.8154
H -1.2326 -2.5129 3.4492
H -2.0481 -0.9099 1.7448
O 3.1189 0.0698 2.5179
C 3.1082 0.8937 3.6823
C 2.4174 0.2391 4.8676
C 0.9522 -0.1408 4.6182
C 0.0887 1.0341 4.2410
C -0.3436 1.9423 5.2014
C -1.1281 3.0154 4.8167
C -1.4665 3.1606 3.4801
C -0.9932 2.2218 2.5827
N -0.2302 1.1823 2.9495
H 3.4969 -0.8008 2.7585
H 2.6044 1.8201 3.3984
H 4.1308 1.1537 3.9705
H 2.4799 0.9310 5.7128
H 2.9666 -0.6635 5.1436
H 0.5583 -0.6008 5.5272
H 0.8920 -0.9034 3.8373
H -0.0733 1.7987 6.2399
H -1.4789 3.7277 5.5527
H -2.0877 3.9743 3.1327
H -1.2338 2.2903 1.5260
C 3.4487 -1.9142 -2.7309
As 3.4485 -0.4291 -1.4655
C 3.9000 1.0302 -2.6807
C 5.1908 -0.7411 -0.6470
H 4.3771 -1.9294 -3.3014
H 2.6070 -1.8110 -3.4153
H 3.3427 -2.8500 -2.1824
H 4.7602 0.7706 -3.2977
H 4.1306 1.9227 -2.0996
H 3.0444 1.2467 -3.3197
H 5.9637 -0.8509 -1.4075
H 5.1421 -1.6478 -0.0437
H 5.4396 0.0928 0.0079
O -0.3963 0.9773 -0.8341
Si -1.5545 1.5078 -1.7827
C -0.9327 2.7581 -3.0414
C 0.3753 3.2388 -2.9472
C 0.8749 4.1541 -3.8657
C 0.0667 4.6064 -4.8991
C -1.2372 4.1401 -5.0115
C -1.7270 3.2234 -4.0917
C -2.3516 0.0747 -2.7215
C -3.7269 -0.0526 -2.9270
C -4.2600 -1.1613 -3.5762
C -3.4208 -2.1643 -4.0390
C -2.0474 -2.0536 -3.8575
C -1.5251 -0.9469 -3.2043
C -2.9029 2.3481 -0.7572
C -3.7212 1.5947 0.0920
C -4.5927 2.1992 0.9870
C -4.6638 3.5852 1.0529
C -3.8653 4.3555 0.2189
C -2.9957 3.7404 -0.6754
H 1.0038 2.8815 -2.1378
H 1.8925 4.5162 -3.7790
H 0.4518 5.3190 -5.6180
H -1.8686 4.4882 -5.8198
H -2.7449 2.8603 -4.1982
H -4.3948 0.7217 -2.5649
H -5.3304 -1.2443 -3.7189
H -3.8348 -3.0283 -4.5440
H -1.3892 -2.8303 -4.2295
H -0.4521 -0.8679 -3.0541
H -3.6771 0.5093 0.0515
H -5.2183 1.5936 1.6317
H -5.3453 4.0618 1.7470
H -3.9226 5.4366 0.2613
H -2.3761 4.3533 -1.3212
N 1.8057 -4.7756 -0.3854
C 2.1977 -3.9447 0.6170
O 1.7631 -2.7660 0.6741
C 3.1581 -4.4033 1.5567
C 3.6512 -5.7267 1.5397
N 3.9842 -6.8318 1.4982
C 3.6040 -3.4326 2.4801
N 3.9561 -2.5726 3.1692
H 2.0462 -5.7520 -0.3265
H 0.9648 -4.5208 -0.8734
*
```